[1]
C4H8O3 | the ωB97M-V functional and the def2-TZVPD basis

2S+1: 1
Gap between HOMO and LUMO in eV: 11.14
Energy above the lowest of the compared OMol25 structures with the same formula, charge and spin in eV: 0.9130

Last column: natural (NBO) charge in e.
CARTESIAN COORDINATES (ANGSTROEM)
C  2.528  -0.066  0.516  -0.26
O  1.157  0.320  0.648  -0.51
C  0.261  -0.562  0.171  0.77
O  0.559  -1.611  -0.350  -0.59
C  -1.166  -0.019  0.341  0.00
C  -1.505  0.912  -0.823  -0.64
O  -2.113  -1.046  0.455  -0.69
H  2.712  -0.976  1.091  0.20
H  3.117  0.762  0.914  0.20
H  2.790  -0.249  -0.530  0.19
H  -1.200  0.483  1.307  0.20
H  -0.982  1.867  -0.801  0.23
H  -2.557  1.187  -0.779  0.23
H  -1.294  0.366  -1.756  0.21
H  -2.306  -1.370  -0.404  0.47

[2]
C5H9NO | the ωB97M-V functional and the def2-TZVPD basis

2S+1: 1
Gap between HOMO and LUMO in eV: 10.48
Energy above the lowest of the compared OMol25 structures with the same formula, charge and spin in eV: 0.3820

Last column: natural (NBO) charge in e.
CARTESIAN COORDINATES (ANGSTROEM)
C  -0.339  -1.606  0.290  -0.64
C  0.128  -0.283  0.912  -0.05
C  1.247  0.323  0.033  -0.40
C  0.460  1.114  -1.038  -0.52
C  -0.972  0.987  -0.542  0.69
O  -1.988  0.904  -1.194  -0.58
N  -0.882  0.788  0.830  -0.65
H  0.421  -2.356  0.524  0.22
H  -1.309  -1.940  0.675  0.22
H  -0.429  -1.537  -0.805  0.21
H  0.418  -0.436  1.955  0.20
H  1.878  0.982  0.631  0.22
H  1.875  -0.455  -0.413  0.21
H  0.525  0.701  -2.045  0.23
H  0.752  2.171  -1.082  0.24
H  -1.784  0.644  1.270  0.39

[3]
C5H9NO | the ωB97M-V functional and the def2-TZVPD basis

2S+1: 1
Gap between HOMO and LUMO in eV: 10.33
Energy above the lowest of the compared OMol25 structures with the same formula, charge and spin in eV: 1.9427

Last column: natural (NBO) charge in e.
CARTESIAN COORDINATES (ANGSTROEM)
C  2.192  -0.046  0.514  -0.72
C  0.952  0.190  1.344  0.58
O  1.001  0.480  2.521  -0.54
C  -0.382  0.065  0.667  -0.19
C  -0.752  -1.171  -0.086  -0.24
N  -0.433  0.048  -0.784  -0.39
C  -1.549  0.753  -1.391  -0.41
H  3.031  -0.272  1.174  0.24
H  2.056  -0.836  -0.228  0.23
H  2.417  0.871  -0.044  0.24
H  -1.191  0.556  1.210  0.21
H  -1.798  -1.476  -0.024  0.20
H  -0.040  -1.988  -0.187  0.20
H  -1.709  0.364  -2.401  0.21
H  -1.307  1.818  -1.463  0.21
H  -2.488  0.644  -0.822  0.17

[4]
C27H62AsMnNO7P3Si2 | the ωB97M-V functional and the def2-TZVPD basis

2S+1: 6
Gap between HOMO and LUMO (alpha / beta) in eV: 5.60 / 6.28
⟨S²⟩: 8.756
Charge: -1

Last column: Mulliken spin population.
CARTESIAN COORDINATES (ANGSTROEM)
Mn  0.479  0.363  0.305  4.66
N  -1.750  0.037  4.893  0.00
C  -0.766  -0.367  3.854  0.01
C  0.128  -1.501  4.282  0.00
P  -1.912  -0.734  2.399  0.02
O  -2.417  -2.230  2.859  0.00
O  -3.063  0.177  2.639  0.00
O  -1.227  -0.866  1.092  0.02
P  0.153  1.232  3.548  0.01
O  1.345  1.128  4.674  0.00
O  -0.819  2.254  4.047  0.00
O  0.822  1.333  2.225  0.06
H  -2.683  -0.152  4.472  0.00
H  -1.607  1.113  4.854  0.00
H  -1.603  -0.377  5.812  0.00
H  -0.451  -2.404  4.480  0.00
H  0.696  -1.234  5.176  0.00
H  0.837  -1.710  3.476  0.00
H  -1.937  -2.885  2.351  0.00
H  2.157  0.905  4.221  0.00
C  3.308  -4.731  1.378  0.01
Si  1.737  -3.823  0.689  0.02
C  1.122  -4.907  -0.791  0.01
C  0.418  -4.325  2.008  0.00
As  2.037  -1.538  0.296  0.07
Si  3.231  -1.852  -1.685  0.01
C  2.006  -1.957  -3.175  0.01
C  4.354  -3.419  -1.888  0.00
C  4.543  -0.475  -2.023  0.00
H  3.155  -5.799  1.509  0.00
H  3.603  -4.317  2.339  0.00
H  4.145  -4.595  0.702  0.00
H  0.996  -5.956  -0.532  0.00
H  1.810  -4.850  -1.627  0.00
H  0.164  -4.527  -1.136  0.00
H  0.297  -5.402  2.085  0.00
H  -0.542  -3.914  1.718  0.00
H  0.663  -3.957  2.997  0.00
H  1.738  -2.989  -3.390  0.00
H  2.369  -1.508  -4.095  0.00
H  1.097  -1.433  -2.876  0.00
H  3.821  -4.346  -1.716  0.00
H  5.184  -3.387  -1.190  0.00
H  4.768  -3.460  -2.891  0.00
H  4.116  0.366  -2.556  0.00
H  5.389  -0.844  -2.599  0.00
H  4.925  -0.099  -1.078  0.00
O  -1.438  1.429  -0.576  0.03
P  -2.338  2.600  -0.604  0.03
C  -3.955  2.047  0.183  0.00
C  -4.421  0.672  -0.294  0.00
C  -5.566  0.688  -1.298  0.00
C  -6.712  1.548  -0.779  0.00
C  -6.240  2.981  -0.565  0.00
C  -5.098  3.028  0.447  0.00
C  -2.120  3.419  -2.293  0.00
C  -1.551  2.422  -3.298  -0.01
C  -2.642  1.614  -3.983  0.00
C  -3.603  2.555  -4.701  0.00
C  -4.264  3.467  -3.676  0.00
C  -3.235  4.273  -2.891  0.00
C  -1.738  3.905  0.618  -0.01
C  -0.204  3.899  0.709  0.01
C  0.438  5.105  0.036  0.00
C  0.012  6.408  0.722  0.00
C  -1.410  6.293  1.283  0.00
C  -2.246  5.338  0.431  0.00
H  -3.476  1.839  1.154  0.00
H  -4.746  0.118  0.591  0.00
H  -3.555  0.139  -0.695  0.00
H  -5.911  -0.337  -1.456  0.00
H  -5.227  1.066  -2.263  0.00
H  -7.054  1.139  0.176  0.00
H  -7.552  1.528  -1.479  0.00
H  -7.069  3.592  -0.192  0.00
H  -5.922  3.414  -1.512  0.00
H  -5.517  2.789  1.429  0.00
H  -4.709  4.046  0.499  0.00
H  -1.294  4.091  -2.024  0.00
H  -0.861  1.757  -2.772  0.01
H  -0.981  2.971  -4.055  0.00
H  -3.176  1.035  -3.227  0.00
H  -2.195  0.914  -4.690  0.00
H  -4.369  1.989  -5.239  0.00
H  -3.049  3.154  -5.430  0.00
H  -4.823  2.841  -2.984  0.00
H  -4.967  4.150  -4.164  0.00
H  -3.745  4.832  -2.101  0.00
H  -2.773  5.000  -3.570  0.00
H  -2.114  3.520  1.575  0.00
H  0.196  2.977  0.267  -0.07
H  0.088  3.889  1.762  0.00
H  0.156  5.134  -1.019  0.00
H  1.523  4.997  0.068  0.00
H  0.062  7.230  0.003  0.00
H  0.702  6.645  1.534  0.00
H  -1.883  7.280  1.309  0.00
H  -1.381  5.913  2.305  0.00
H  -2.174  5.653  -0.612  0.00
H  -3.294  5.415  0.730  0.00
C  1.661  1.461  -1.353  0.09
H  1.283  2.455  -1.625  0.00
H  1.782  0.923  -2.300  -0.02
H  2.678  1.613  -0.958  0.00

[5]
C7H14BN3 | the ωB97M-V functional and the def2-TZVPD basis

2S+1: 3
Gap between HOMO and LUMO (alpha / beta) in eV: 7.15 / 6.94
⟨S²⟩: 2.018

Last column: Mulliken spin population.
CARTESIAN COORDINATES (ANGSTROEM)
B  1.121  -1.182  -0.259  0.08
C  -2.115  0.376  -0.974  0.26
C  -0.352  -1.243  -0.826  0.09
C  -0.701  0.580  -0.677  0.09
C  2.310  -0.482  -1.040  0.01
C  1.339  -1.792  1.166  0.01
C  -0.693  2.512  0.924  0.00
C  -0.359  1.054  0.686  0.02
N  -2.833  -0.474  -0.299  0.08
N  -1.205  -1.928  -0.095  0.74
N  -2.291  -1.542  0.363  0.56
H  -2.855  0.847  -1.637  0.02
H  -0.412  -1.373  -1.983  0.04
H  -0.338  1.228  -1.454  0.02
H  2.811  -1.251  -1.604  0.00
H  2.979  0.055  -0.320  0.00
H  1.973  0.111  -1.929  0.00
H  1.394  -0.773  1.707  0.00
H  2.368  -2.275  1.313  0.00
H  0.450  -2.386  1.362  -0.01
H  -0.360  2.775  2.012  0.00
H  -1.869  2.555  1.147  0.00
H  -0.315  3.219  0.214  0.00
H  -0.807  0.429  1.363  0.00
H  0.760  0.960  0.840  0.00

[6]
C2H4N2OS | the ωB97M-V functional and the def2-TZVPD basis

2S+1: 1
Gap between HOMO and LUMO in eV: 9.18
Energy above the lowest of the compared OMol25 structures with the same formula, charge and spin in eV: 3.5536

Last column: natural (NBO) charge in e.
CARTESIAN COORDINATES (ANGSTROEM)
C  -0.049  -1.492  0.229  0.17
N  0.846  -1.066  1.013  -0.16
O  1.081  0.326  1.072  -0.38
C  0.056  1.187  0.655  -0.25
S  -0.462  0.805  -1.033  0.38
N  -0.722  -0.831  -0.803  -0.78
H  -0.230  -2.545  0.204  0.19
H  -0.770  1.136  1.320  0.19
H  0.470  2.204  0.695  0.23
H  -1.631  -1.180  -1.044  0.40

[7]
C5H10 | the ωB97M-V functional and the def2-TZVPD basis

2S+1: 1
Gap between HOMO and LUMO in eV: 8.29
Energy above the lowest of the compared OMol25 structures with the same formula, charge and spin in eV: 5.8423

Last column: natural (NBO) charge in e.
CARTESIAN COORDINATES (ANGSTROEM)
C  0.858  1.179  -1.570  -0.71
C  0.226  0.385  -0.461  0.09
C  0.683  -0.706  0.188  -0.25
C  -2.947  -0.702  1.023  -0.85
C  1.770  -0.112  0.680  -0.44
H  1.441  0.458  -2.195  0.22
H  1.436  2.012  -1.089  0.25
H  0.163  1.658  -2.274  0.23
H  0.418  -1.735  0.350  0.22
H  -3.076  -1.765  1.368  0.20
H  -2.433  -0.330  1.886  0.21
H  -2.264  -0.828  0.175  0.22
H  2.164  -0.070  1.634  0.20
H  2.477  0.583  0.199  0.20
H  -3.869  -0.242  0.783  0.21

[8]
C14H21BMnN4 | the ωB97M-V functional and the def2-TZVPD basis

2S+1: 6
Gap between HOMO and LUMO (alpha / beta) in eV: 7.93 / 8.15
Energy above the lowest of the compared OMol25 structures with the same formula, charge and spin in eV: 0.0000
⟨S²⟩: 8.765

Last column: Mulliken spin population.
CARTESIAN COORDINATES (ANGSTROEM)
C  -2.761  2.063  -0.532  0.02
C  -4.206  -0.100  1.012  -0.07
C  -3.038  1.328  -1.630  -0.07
H  -1.870  2.700  -0.517  0.03
C  -3.964  -0.997  0.063  0.11
H  -4.125  -0.403  2.066  0.00
H  -2.337  1.329  -2.475  0.00
H  -3.698  -2.018  0.364  0.01
C  -4.276  0.570  -1.941  0.01
H  -4.355  0.505  -3.036  0.00
H  -5.182  1.086  -1.614  0.00
C  -3.674  2.344  0.615  0.01
H  -4.162  3.324  0.497  0.00
H  -3.071  2.422  1.534  -0.01
C  -4.767  1.282  0.870  0.01
H  -5.566  1.351  0.120  0.00
H  -5.246  1.533  1.830  0.00
C  -4.247  -0.878  -1.403  -0.01
H  -5.216  -1.351  -1.635  0.00
H  -3.498  -1.456  -1.970  -0.02
Mn  -0.596  0.086  -0.026  4.98
H  -0.802  1.220  -1.191  -0.10
B  1.530  -0.998  2.532  0.00
N  0.553  -2.022  1.875  0.05
C  0.367  -3.308  2.225  0.02
C  -0.593  -3.875  1.388  0.02
C  -0.982  -2.839  0.515  0.08
N  -0.310  -1.702  0.846  -0.08
N  2.320  -0.276  1.394  -0.02
C  3.644  -0.056  1.339  0.00
C  3.944  0.628  0.180  0.00
C  2.712  0.810  -0.474  0.00
N  1.707  0.267  0.264  0.07
H  2.343  -1.619  3.181  0.00
H  0.999  -0.219  3.282  0.00
H  0.937  -3.753  3.038  0.00
H  -0.989  -4.868  1.409  0.00
H  -1.698  -2.831  -0.284  -0.02
H  4.309  -0.419  2.126  0.00
H  4.911  0.969  -0.148  0.00
H  2.559  1.322  -1.408  0.00